1.
Entry from the Open Molecules 2025 dataset: a 5-piece molecular cluster, C21H50NO7 overall (ωB97M-V/def2-TZVPD).

The calculation puts the energy above the lowest of the compared OMol25 structures with the same formula, charge and spin at 0.0 kJ/mol. As for the net charge: -1. The HOMO energy is -3.56 eV. Its largest force on an atom is 0.016 Eh/bohr.

CARTESIAN COORDINATES (ANGSTROEM)
C1 -0.25658 -2.11978 -0.87993
C2 0.26955 -1.41796 -2.14614
C3 0.01149 0.08147 -2.22017
O1 -1.32341 0.36707 -2.56631
N1 -2.14188 0.69069 -1.44161
C4 -3.36349 -0.12200 -1.39469
C5 -3.28077 -1.59027 -1.91397
O2 -3.38665 -2.45574 -1.00971
O3 -3.15065 -1.75807 -3.13411
H1 0.56569 -2.40917 -0.22093
H2 -0.83381 -2.99654 -1.16337
H3 -0.92522 -1.49684 -0.28974
H4 -0.24353 -1.84715 -3.00858
H5 1.33463 -1.64410 -2.25279
H6 0.31386 0.60407 -1.30348
H7 0.61727 0.50147 -3.03149
H8 -1.61861 0.54370 -0.58883
H9 -3.67914 -0.17394 -0.35442
H10 -4.14618 0.39577 -1.95880
C6 -5.72523 4.13997 0.80614
C7 -5.88761 2.77632 1.45679
O4 -4.66657 2.10223 1.67932
C8 -3.74773 2.74121 2.53681
C9 -4.25975 2.93761 3.95586
H11 -5.12143 4.06066 -0.09819
H12 -6.70110 4.54514 0.53492
H13 -5.24258 4.85606 1.47528
H14 -6.45325 2.12158 0.79393
H15 -6.46108 2.85840 2.38969
H16 -3.42135 3.69819 2.11188
H17 -2.87455 2.08869 2.55067
H18 -5.07547 3.66174 3.99960
H19 -3.45623 3.30498 4.59604
H20 -4.62640 1.99314 4.36031
C10 5.14382 -0.72280 1.81548
C11 3.98623 -1.52819 1.24865
O5 3.49977 -1.04575 0.01334
C12 4.41951 -1.04609 -1.05862
C13 4.93480 -2.42891 -1.42442
H21 4.88840 0.33724 1.85859
H22 5.38116 -1.06970 2.82184
H23 6.04721 -0.82781 1.21289
H24 3.13485 -1.47546 1.92761
H25 4.26351 -2.58597 1.16881
H26 5.25527 -0.36547 -0.85305
H27 3.87191 -0.62970 -1.90441
H28 5.57152 -2.84814 -0.64262
H29 5.52442 -2.37786 -2.34068
H30 4.09979 -3.11267 -1.58183
C14 -4.61977 3.05180 -4.83532
C15 -5.30367 2.91389 -3.48759
O6 -5.70939 4.15575 -2.91962
C16 -6.65031 4.89064 -3.66868
C17 -7.97507 4.17212 -3.87449
H31 -3.79723 3.76551 -4.77128
H32 -4.22063 2.08531 -5.14171
H33 -5.30559 3.39468 -5.61435
H34 -4.60021 2.48029 -2.77780
H35 -6.15465 2.22796 -3.55325
H36 -6.22739 5.19236 -4.63513
H37 -6.81810 5.80596 -3.09787
H38 -7.86938 3.30203 -4.52342
H39 -8.69944 4.84517 -4.33653
H40 -8.37335 3.83000 -2.91823
C18 8.32004 -5.86458 2.60930
C19 8.60964 -4.37513 2.52200
O7 7.53355 -3.55592 2.93574
C20 7.12100 -3.70843 4.28030
C21 8.19763 -3.36980 5.29817
H41 7.39114 -6.10203 2.08972
H42 9.13185 -6.42994 2.15058
H43 8.22404 -6.20325 3.64213
H44 8.79133 -4.09884 1.48323
H45 9.52033 -4.12804 3.08065
H46 6.73347 -4.71904 4.45298
H47 6.27982 -3.02487 4.39680
H48 9.01725 -4.09015 5.28256
H49 7.77467 -3.37275 6.30315
H50 8.61401 -2.38204 5.09635

2.
Entry from the Open Molecules 2025 dataset: C21H51AlBrFO11P as an isolated structure (ωB97M-V/def2-TZVPD).

The calculation puts the energy above the lowest of the compared OMol25 structures with the same formula, charge and spin at 0.0 kJ/mol. As for the net charge: -1. The HOMO energy is -4.23 eV. Its largest force on an atom is 0.011 Eh/bohr.

CARTESIAN COORDINATES (ANGSTROEM)
C1 -1.96672 -1.40342 -1.14566
C2 -2.57781 -2.28154 -2.22371
O1 -1.55893 -2.44351 -3.25013
C3 -3.08662 -3.60411 -1.67523
Al1 -4.97055 -3.49430 -1.00242
F1 -5.53959 -5.00644 -0.48997
P1 -6.19604 -2.56211 -2.90170
O2 -6.65199 -1.13145 -2.15647
Br1 -8.18006 -3.69949 -2.71405
H1 -1.71752 -0.41046 -1.52633
H2 -2.66110 -1.29221 -0.30903
H3 -1.05191 -1.87672 -0.77576
H4 -3.40099 -1.71726 -2.69166
H5 -1.74827 -3.28880 -3.66713
H6 -2.40043 -3.95069 -0.88858
H7 -3.07562 -4.36313 -2.47433
H8 -5.15154 -2.34674 0.14548
H9 -6.19482 -1.03689 -1.30758
C4 1.58867 -0.88492 4.95155
O3 2.20458 -0.95229 3.68897
C5 1.53833 -1.73478 2.71482
C6 1.26531 -0.98323 1.43051
O4 0.32922 0.06787 1.50870
C7 0.58491 1.26243 2.21188
C8 1.65554 2.14957 1.61028
O5 2.95012 1.58649 1.68756
C9 3.67604 1.54268 0.48260
H10 1.96857 -1.65893 5.62850
H11 1.81118 0.09146 5.38480
H12 0.50168 -0.99298 4.87842
H13 0.59639 -2.12789 3.11309
H14 2.17268 -2.59264 2.45363
H15 0.77785 -1.69050 0.75333
H16 2.19822 -0.68106 0.94843
H17 0.77378 1.09261 3.27589
H18 -0.34785 1.82784 2.12685
H19 1.64370 3.09312 2.17339
H20 1.38902 2.38398 0.57448
H21 3.01413 1.48228 -0.38685
H22 4.30650 0.65237 0.49923
H23 4.31961 2.42254 0.36817
C10 4.88720 -5.20581 -0.99359
O6 3.57870 -5.71932 -0.95420
C11 2.75140 -5.23302 0.08437
C12 1.43755 -4.66120 -0.41114
O7 1.54417 -3.48660 -1.18969
C13 2.06293 -3.54512 -2.50442
C14 1.15148 -4.22247 -3.50692
O8 0.99622 -5.60717 -3.26458
C15 -0.33723 -6.06655 -3.20035
H24 5.58641 -5.83900 -0.43520
H25 5.20702 -5.17449 -2.03611
H26 4.93639 -4.19122 -0.58470
H27 3.27886 -4.47201 0.67168
H28 2.50645 -6.06224 0.76128
H29 0.89946 -4.34067 0.48696
H30 0.83370 -5.42853 -0.89659
H31 3.07544 -3.95273 -2.53763
H32 2.10955 -2.49887 -2.81926
H33 1.59606 -4.07700 -4.50122
H34 0.18248 -3.71217 -3.49587
H35 -1.01992 -5.28241 -2.85855
H36 -0.37639 -6.89321 -2.48953
H37 -0.68255 -6.43033 -4.17413
C16 -2.97797 5.93444 2.77552
O9 -1.79917 6.66565 2.52098
C17 -0.58508 5.99282 2.77708
C18 0.36214 5.99291 1.59233
O10 -0.07341 5.25732 0.46472
C19 -1.16128 5.72633 -0.31325
C20 -0.88392 6.97017 -1.13199
O11 -0.68122 8.12035 -0.33436
C21 0.47002 8.87747 -0.61851
H38 -3.34602 6.10928 3.79201
H39 -3.73969 6.26638 2.06954
H40 -2.82407 4.85948 2.64069
H41 -0.77207 4.95897 3.08911
H42 -0.06407 6.49737 3.60205
H43 1.25558 5.45989 1.93067
H44 0.66279 7.00966 1.33302
H45 -2.07047 5.84510 0.27701
H46 -1.33836 4.92513 -1.03542
H47 -1.75754 7.13001 -1.77729
H48 -0.01962 6.79354 -1.78201
H49 1.26852 8.25815 -1.03990
H50 0.82688 9.31526 0.31498
H51 0.25497 9.68980 -1.32155

3.
Entry from the Open Molecules 2025 dataset: C21H51NNaO5 as an isolated structure (ωB97M-V/def2-TZVPD).

The expectation value of S² is 0.751. As for the net charge: 0. As for the multiplicity: 2. The HOMO energy (alpha / beta) is -2.02 / -8.83 eV. Its largest force on an atom is 0.062 Eh/bohr.

CARTESIAN COORDINATES (ANGSTROEM)
Na1 19.81411 -8.27024 1.87862
C1 22.14218 -5.44550 -0.46309
C2 20.97174 -6.37521 -0.61860
C3 20.69386 -6.59119 -2.09149
O1 21.32494 -7.62276 -0.06532
H1 22.31010 -5.25262 0.59648
H2 21.97757 -4.49538 -0.97129
H3 23.01472 -5.91085 -0.92159
H4 20.16206 -5.94427 -0.02969
H5 21.59530 -6.81674 -2.66125
H6 20.28795 -5.70231 -2.57443
H7 20.07581 -7.48878 -2.11271
H8 21.97456 -8.07113 -0.61173
C4 23.45882 -8.23818 4.98811
C5 22.25310 -8.79666 4.13204
C6 20.90979 -8.45741 4.79168
O2 22.23680 -8.25560 2.80977
H9 23.16160 -7.62841 5.84131
H10 24.12248 -7.58031 4.42699
H11 24.23519 -8.90084 5.37050
H12 22.26164 -9.87700 3.98748
H13 20.83480 -7.38580 4.97642
H14 20.81066 -9.03953 5.70787
H15 20.09581 -8.75322 4.12983
H16 22.84252 -8.79165 2.29271
C7 17.94017 -9.79769 -0.70200
C8 17.53288 -8.33062 -0.79754
C9 16.02678 -8.14062 -0.76332
O3 18.13797 -7.65175 0.25627
H17 17.51414 -10.40679 -1.49923
H18 17.69690 -10.22141 0.27236
H19 19.02048 -9.92330 -0.77450
H20 17.82775 -7.90669 -1.75745
H21 15.49490 -8.57667 -1.60893
H22 15.73145 -7.09291 -0.70698
H23 15.47726 -8.60372 0.05624
H24 17.54898 -6.98117 0.60984
C10 20.74527 -11.98356 2.30819
C11 19.26693 -11.75683 2.79012
C12 18.98221 -12.09453 4.19589
O4 18.91617 -10.38765 2.55700
H25 20.92016 -11.63616 1.28994
H26 20.93069 -13.05765 2.30214
H27 21.46580 -11.55135 3.00255
H28 18.60744 -12.28072 2.09822
H29 19.33774 -11.38788 4.94579
H30 19.53114 -13.00106 4.45079
H31 17.93238 -12.29626 4.40863
H32 17.96342 -10.37678 2.67425
C13 17.63085 -7.15863 5.39636
C14 18.18145 -5.72338 5.21779
C15 18.97312 -5.29644 6.50188
C16 19.72909 -4.00451 6.32098
C17 20.58138 -4.01714 5.07356
C18 19.77326 -4.41412 3.84857
N1 19.07452 -5.65422 4.06433
O5 18.51399 -6.11281 2.85979
C19 18.95649 -3.13375 3.44406
C20 20.83282 -4.62476 2.77529
C21 16.93581 -4.78153 5.09248
H33 16.99308 -7.43196 4.55574
H34 17.04953 -7.30140 6.30729
H35 18.42923 -7.90023 5.36964
H36 18.26311 -5.17001 7.31920
H37 19.70718 -6.05165 6.78278
H38 20.43811 -3.69146 7.08740
H39 19.02211 -3.18090 6.22120
H40 21.45591 -4.66036 5.17132
H41 20.83948 -2.95822 5.06097
H42 18.48604 -2.58428 4.25944
H43 19.48373 -2.37843 2.86130
H44 18.13895 -3.61916 2.91103
H45 21.29194 -5.60590 2.89643
H46 20.34604 -4.60729 1.80018
H47 21.59183 -3.84289 2.80160
H48 16.07482 -5.23732 5.58141
H49 16.64886 -4.51925 4.07416
H50 17.03456 -3.84325 5.63837
H51 17.84830 -5.42956 2.75203

Question: Which formula does entry 2 have?
Answer: C21H51AlBrFO11P